1.
ORCA calculation (ωB97M-V/def2-TZVPD) on a molecular structure, C20H25AgCl3N6PS.

Geometry as XYZ:
```
57
C20H25AgCl3N6PS, DFT ωB97M-V/def2-TZVPD
Ag 0.18 0.44 -0.05
C 0.04 -2.90 -1.21
C -1.30 -2.57 -0.54
N -1.68 -1.18 -0.65
C -2.28 -0.71 -1.89
C -1.36 -0.61 -3.11
S 0.20 0.30 -2.89
C 1.45 -0.99 -3.12
C 2.06 -1.63 -1.87
N 1.09 -1.96 -0.85
H -0.08 -2.88 -2.29
H 0.29 -3.94 -0.96
H -1.22 -2.79 0.53
H -2.06 -3.25 -0.95
H -2.27 -0.90 0.12
H -2.69 0.28 -1.69
H -3.13 -1.35 -2.20
H -1.92 -0.10 -3.89
H -1.12 -1.59 -3.52
H 2.26 -0.53 -3.68
H 1.03 -1.74 -3.78
H 2.77 -0.93 -1.41
H 2.64 -2.50 -2.21
H 1.53 -2.20 0.03
N -1.66 1.71 0.79
C -1.73 2.46 1.68
C -1.81 3.31 2.78
C -2.80 4.33 2.83
N -3.60 5.15 2.87
C -0.81 3.19 3.76
N 0.04 3.04 4.53
Cl -1.38 -2.61 4.49
C -1.30 -0.90 4.00
Cl -0.95 0.13 5.37
Cl -2.81 -0.42 3.21
C -0.22 -0.77 3.01
N 0.60 -0.66 2.21
C 3.47 2.20 -0.72
P 1.95 2.18 0.30
C 2.61 2.24 1.99
C 1.21 3.81 0.02
C 0.75 4.10 -1.27
C 0.08 5.29 -1.52
C -0.15 6.19 -0.48
C 0.30 5.90 0.80
C 0.98 4.71 1.04
H 3.21 2.15 -1.78
H 4.07 1.32 -0.48
H 4.06 3.10 -0.54
H 3.30 3.08 2.14
H 3.14 1.30 2.18
H 1.80 2.31 2.72
H 0.89 3.39 -2.08
H -0.28 5.51 -2.51
H -0.70 7.10 -0.67
H 0.10 6.58 1.61
H 1.31 4.50 2.05
```

E_HOMO ... -7.339 eV
LUMO energy ... 0.008 Ha
Molecular weight ... 626.73 u
2S+1 ... 1
Energy above the lowest of the compared OMol25 structures with the same formula, charge and spin ... 0.0 kcal/mol

Atom charges from the Löwdin analysis, given in e for atoms 1 to 2:
1 Ag 0.490
2 C -0.207



2.
ORCA calculation (ωB97M-V/def2-TZVPD) on a molecular structure, C23H24BrN2S5SbSe4SiTc.

Geometry as XYZ:
```
62
C23H24BrN2S5SbSe4SiTc, DFT ωB97M-V/def2-TZVPD
Tc 0.54 -0.29 0.66
Br -2.05 -0.96 0.95
C -2.53 0.39 2.19
C -3.78 0.41 2.73
C -4.10 1.47 3.61
C -3.18 2.44 3.88
C -1.89 2.42 3.30
C -0.94 3.44 3.55
C 0.28 3.39 2.95
C 0.63 2.31 2.11
C -0.24 1.28 1.85
C -1.53 1.35 2.44
H -4.50 -0.35 2.49
H -5.09 1.50 4.06
H -3.44 3.26 4.54
H -1.21 4.26 4.20
H 1.01 4.18 3.13
H 1.63 2.32 1.68
C -1.73 1.78 -1.74
C -0.24 1.98 -1.72
C 0.41 2.93 -2.50
C 1.78 3.07 -2.41
C 2.52 2.26 -1.55
C 1.82 1.32 -0.82
N 0.48 1.20 -0.93
N 2.24 0.38 0.14
Si 3.92 -0.11 0.61
C 4.15 0.63 2.30
C 5.17 0.56 -0.60
C 4.04 -1.97 0.61
H -2.23 2.62 -2.22
H -2.10 1.68 -0.72
H -1.97 0.87 -2.28
H -0.17 3.57 -3.16
H 2.29 3.82 -3.00
H 3.59 2.37 -1.46
H 4.05 1.72 2.27
H 5.16 0.40 2.68
H 3.43 0.24 3.02
H 5.41 1.62 -0.43
H 4.87 0.42 -1.64
H 6.09 0.00 -0.45
H 3.08 -2.47 0.52
H 4.53 -2.31 1.52
H 4.65 -2.29 -0.24
Se 0.27 -3.72 2.49
Sb -0.66 -4.76 0.12
Se 0.43 -2.19 -0.90
Se 1.07 -1.60 2.48
Se -2.96 -4.54 0.25
C -4.94 -2.89 -2.60
S -3.36 -2.03 -2.51
C -2.31 -3.13 -3.34
C -0.99 -2.87 -3.52
S -0.17 -1.46 -2.93
S -0.05 -4.14 -4.28
C -1.34 -5.27 -4.50
S -1.18 -6.75 -5.16
S -2.87 -4.67 -3.91
H -5.65 -2.25 -2.08
H -4.89 -3.85 -2.09
H -5.27 -3.01 -3.63
```

E_HOMO (alpha / beta) ... -10.144 / -10.144 eV
LUMO energy (alpha / beta) ... -0.198 / -0.198 Ha
Molecular weight ... 1132.38 u
Charge ... +1
2S+1 ... 1
Energy above the lowest of the compared OMol25 structures with the same formula, charge and spin ... 0.0 kcal/mol

Atom charges from the Löwdin analysis, given in e for atoms 1 to 2:
1 Tc 0.685
2 Br 0.807



3.
ORCA calculation (ωB97M-V/def2-TZVPD) on a molecular structure, C10H15NS.

Geometry as XYZ:
```
27
C10H15NS, DFT ωB97M-V/def2-TZVPD
C -0.72 1.31 0.04
C 0.53 1.41 -0.57
C -1.32 2.62 0.04
C -0.09 -0.52 0.17
C 1.15 0.10 -0.58
C -2.55 3.09 0.79
C -1.01 -1.49 -0.55
C 0.14 -0.80 1.60
C 2.42 -0.02 0.25
C 1.33 -0.31 -2.02
N -0.56 3.53 -0.55
S 0.85 3.00 -1.12
H -3.46 3.12 0.06
H -2.82 2.35 1.50
H -2.39 4.08 1.20
H -0.95 -1.40 -1.72
H -2.08 -1.25 -0.21
H -0.74 -2.47 -0.33
H 1.13 -1.23 1.94
H -0.52 -1.56 1.90
H -0.15 0.11 2.35
H 2.73 -1.09 0.04
H 2.39 0.10 1.37
H 3.31 0.55 -0.28
H 0.43 -0.01 -2.71
H 1.53 -1.40 -2.21
H 2.32 0.22 -2.34
```

E_HOMO ... -8.830 eV
LUMO energy ... 0.024 Ha
Molecular weight ... 181.30 u
2S+1 ... 1
Energy above the lowest of the compared OMol25 structures with the same formula, charge and spin ... 82.8 kcal/mol

Atom charges from the Löwdin analysis, given in e for atoms 1 to 2:
1 C 0.018
2 C -0.543



| no. | largest force on an atom (hartree/bohr) |
| --- | --- |
| 1 | 0.010 |
| 2 | 0.006 |
| 3 | 0.074 |